Entry 1:
Entry from the Open Molecules 2025 dataset: C3H5Cl2N3 in the gas phase (ωB97M-V/def2-TZVPD).

Properties
Relative energy (zero: lowest compared OMol25 entry of this formula, charge and spin), eV: 1.130
E_HOMO, Ha: -0.368

Each line ends with the natural charge from an NBO analysis.
CARTESIAN COORDINATES (ANGSTROEM)
Cl (-1.16445, -2.86599, 0.21763)  0.040
Cl (3.11168, 1.44134, 0.30140)  -0.066
N (-0.21333, -1.29185, -1.49747)  -0.597
N (1.77752, 1.51302, -0.93859)  0.017
N (0.69028, 1.05465, -0.71913)  -0.143
C (0.18690, 0.66304, 0.55638)  -0.309
C (-1.10462, -0.17407, 0.40319)  -0.512
C (-0.88875, -1.33760, -0.41918)  0.214
H (-1.43938, -0.60805, 1.34273)  0.245
H (-1.94598, 0.44718, -0.01274)  0.245
H (0.01447, -0.34057, -1.74060)  0.353
H (-0.06309, 1.49395, 1.41535)  0.268
H (1.03876, 0.00494, 1.09102)  0.245

---

Entry 2:
Entry from the Open Molecules 2025 dataset: 2 unconnected molecules or ions with the total composition C3H5ClFN (ωB97M-V/def2-TZVPD).

Properties
Relative energy (zero: lowest compared OMol25 entry of this formula, charge and spin), eV: 4.503
E_HOMO (alpha / beta), Ha: -0.344 / -0.336

Each line ends with the natural charge from an NBO analysis.
CARTESIAN COORDINATES (ANGSTROEM)
Cl (-2.19277, 0.35333, 0.87728)  0.117
F (2.19047, -0.29343, 0.72554)  -0.333
N (-1.87492, -0.77695, -0.33336)  -0.648
C (0.86919, -0.20089, 0.51882)  0.141
C (0.45573, 1.03139, -0.19776)  -0.493
C (0.33340, -0.28371, -0.84463)  -0.016
H (0.26162, -0.53346, 1.35246)  0.186
H (-0.42488, 1.50476, 0.09504)  0.242
H (-1.42427, -1.58825, 0.12302)  0.335
H (1.21344, 1.58108, -0.57940)  0.238
H (0.59300, -0.79387, -1.73701)  0.230

---

Entry 3:
Entry from the Open Molecules 2025 dataset: C3H5ClFNO3 in the gas phase (ωB97M-V/def2-TZVPD).

Properties
Relative energy (zero: lowest compared OMol25 entry of this formula, charge and spin), eV: 0.000
E_HOMO, Ha: -0.400

Each line ends with the natural charge from an NBO analysis.
CARTESIAN COORDINATES (ANGSTROEM)
Cl (2.05938, -1.43880, -0.33598)  0.055
F (1.00853, -0.08786, 1.57261)  -0.318
O (1.10967, 1.35922, -1.42860)  -0.352
O (-0.97949, -1.75997, 0.01514)  -0.696
O (2.26098, 1.64099, 0.39857)  -0.319
N (1.46798, 1.10105, -0.31556)  0.503
C (0.94986, -0.25013, 0.20347)  0.350
C (-1.49497, 0.54668, 0.31458)  -0.617
C (-0.50833, -0.48499, -0.27253)  0.045
H (-1.82757, -0.06102, 1.16607)  0.233
H (-0.56887, -0.27782, -1.42225)  0.202
H (-0.28667, -2.38247, -0.15616)  0.476
H (-2.31812, 0.76304, -0.33701)  0.230
H (-0.87236, 1.33205, 0.59763)  0.208